{"formula": "C6H32N2O8", "method": "the ωB97M-V functional and the def2-TZVPD basis", "orbital_gap_ev": 7.9, "total_charge": 0, "homo_energy_ha": -0.2942, "smiles": "CCC[C@H](C)NCN.O.O.O.O.O.O.O.O", "lumo_ev": -0.08, "e_above_lowest_kj_mol": 292.6, "e_tot_ev": -26100.0802, "symbols": ["C", "C", "C", "C", "C", "N", "C", "N", "H", "H", "H", "H", "H", "H", "H", "H", "H", "H", "H", "H", "H", "H", "H", "H", "H", "H", "O", "H", "H", "O", "H", "H", "O", "H", "H", "O", "H", "H", "O", "H", "H", "O", "H", "H", "O", "H", "H", "O"], "coordinates": [[-2.644, 1.319, 0.397], [-1.448, 0.449, 0.064], [-0.472, 0.067, 1.222], [0.710, 0.972, 1.371], [1.621, 0.598, 2.552], [-1.841, -0.881, -0.462], [-3.120, -1.146, -1.176], [-2.801, -1.096, -2.622], [-2.378, 2.375, 0.219], [-3.466, 1.219, -0.318], [-3.103, 1.302, 1.365], [-0.780, 1.005, -0.595], [-1.068, -0.053, 2.099], [0.097, -0.903, 1.146], [0.296, 2.012, 1.449], [1.349, 1.057, 0.494], [1.075, 0.778, 3.510], [1.909, -0.465, 2.510], [2.493, 1.245, 2.667], [-1.455, -1.683, 0.006], [-3.930, -0.476, -0.920], [-3.558, -2.126, -0.862], [-2.172, -0.301, -2.748], [-2.295, -1.944, -2.842], [1.156, 4.006, -1.342], [1.714, 3.732, 0.071], [0.965, 4.108, -0.398], [-1.565, -3.595, 2.290], [-1.601, -2.165, 2.785], [-1.359, -2.696, 2.009], [0.527, -2.643, -1.772], [1.720, -3.498, -1.193], [1.464, -2.844, -1.856], [-0.213, -4.280, 0.512], [0.597, -2.830, 0.845], [0.472, -3.639, 0.352], [0.564, 0.444, -1.565], [1.651, 1.163, -2.396], [0.738, 1.214, -2.116], [2.680, -1.700, -1.677], [3.987, -1.386, -2.387], [3.559, -1.237, -1.535], [4.971, 0.913, -0.635], [3.882, 0.492, -1.569], [4.507, 1.240, -1.412], [-0.893, 3.746, 0.793], [-1.138, 4.477, 2.055], [-1.402, 3.656, 1.615]], "atomic_forces_ev_per_a": [[0.07, 1.75, -1.17], [0.71, -2.15, 0.75], [0.89, -0.63, -0.64], [0.15, 2.49, 0.94], [-1.07, 0.47, 0.91], [-1.32, 0.06, -0.38], [1.78, -0.54, -0.06], [-1.26, -0.05, 0.25], [-0.03, -0.56, 0.35], [0.25, -0.41, -0.01], [0.15, -0.51, 0.80], [-0.71, 0.04, -0.52], [-0.19, 0.27, 1.05], [-1.32, 0.25, -0.73], [0.65, -0.66, 0.45], [-0.21, -0.55, -0.50], [0.20, -0.44, -0.57], [0.09, 0.36, 0.02], [0.15, -0.22, -0.45], [-0.24, 0.27, 0.34], [0.21, 0.53, -0.14], [0.79, 0.40, -0.52], [-0.16, -0.42, -0.09], [0.19, 0.18, -0.14], [-0.05, -0.15, 0.37], [0.11, -0.12, -0.12], [-0.22, 0.22, -0.15], [-0.02, -0.03, 0.01], [0.07, -0.02, -0.38], [-0.39, -0.07, 0.85], [0.03, -0.29, 0.42], [-0.75, 0.14, 0.07], [0.71, 0.35, -1.01], [-0.37, 0.69, 0.96], [-1.14, -0.40, 0.81], [1.57, -0.79, -1.56], [0.25, -0.09, -0.17], [0.32, -0.18, -0.01], [-0.26, 0.18, -0.18], [0.71, 0.32, 0.31], [0.24, 0.00, 0.10], [-0.99, -0.54, -0.57], [0.12, 0.15, 0.01], [0.52, 0.42, 0.18], [-0.50, -0.22, -0.04], [0.00, -0.22, -0.07], [-0.22, -0.18, 0.20], [0.51, 0.88, 0.02]], "nbo_charge": [-0.64, -0.06, -0.36, -0.43, -0.61, -0.71, -0.06, -0.84, 0.23, 0.21, 0.21, 0.18, 0.19, 0.17, 0.22, 0.20, 0.20, 0.19, 0.21, 0.39, 0.18, 0.18, 0.36, 0.34, 0.49, 0.48, -0.96, 0.47, 0.49, -0.95, 0.50, 0.51, -0.97, 0.50, 0.51, -1.00, 0.47, 0.48, -0.95, 0.51, 0.47, -0.99, 0.46, 0.49, -0.98, 0.49, 0.47, -0.96]}

{"formula": "C6H32NO8", "method": "the ωB97M-V functional and the def2-TZVPD basis", "orbital_gap_ev": 11.1, "total_charge": 1, "homo_energy_ha": -0.4938, "lumo_ev": -2.30, "e_above_lowest_kj_mol": 100.1, "e_tot_ev": -24606.7048, "symbols": ["C", "C", "C", "C", "C", "C", "N", "H", "H", "H", "H", "H", "H", "H", "H", "H", "H", "H", "H", "H", "H", "H", "H", "H", "H", "O", "H", "H", "O", "H", "H", "O", "H", "H", "O", "H", "H", "O", "H", "H", "O", "H", "H", "O", "H", "H", "O"], "coordinates": [[1.084, 0.709, -0.347], [-0.020, 1.471, 0.388], [-1.043, 0.567, 1.061], [-1.821, 1.071, 2.282], [-1.918, -0.220, 0.038], [-2.281, -1.596, 0.563], [-0.667, 2.371, -0.660], [1.809, 1.405, -0.752], [0.671, 0.094, -1.144], [1.425, -0.013, 0.383], [0.367, 2.158, 1.127], [-0.411, -0.216, 1.497], [-2.814, 0.627, 2.228], [-1.828, 2.152, 2.439], [-1.445, 0.709, 3.238], [-1.410, -0.239, -0.922], [-2.865, 0.326, -0.033], [-2.959, -2.112, -0.111], [-2.588, -1.550, 1.604], [-1.450, -2.316, 0.605], [-0.635, 1.925, -1.592], [-0.284, 3.313, -0.712], [-1.661, 2.484, -0.454], [2.487, 2.446, 2.560], [1.665, 1.144, 2.569], [1.593, 2.112, 2.686], [0.472, -3.290, 0.823], [1.735, -3.601, 1.636], [1.353, -2.950, 1.031], [2.467, -1.001, 3.192], [1.794, -1.317, 1.886], [2.040, -0.566, 2.445], [-0.525, -1.681, -4.212], [0.022, -1.666, -2.744], [-0.667, -1.307, -3.334], [1.230, 4.438, 1.489], [0.224, 5.198, 0.458], [0.567, 4.372, 0.802], [1.428, -2.266, -0.769], [2.249, -2.560, -2.136], [1.508, -2.122, -1.717], [-1.154, 1.719, -4.135], [-0.644, 0.418, -3.349], [-0.653, 1.405, -3.379], [-0.458, -4.246, -2.054], [-1.025, -4.829, -0.784], [-0.246, -4.372, -1.123]], "atomic_forces_ev_per_a": [[-1.22, -0.04, 0.63], [-0.28, 0.66, -0.46], [0.64, -1.56, -0.04], [-0.18, 0.10, 0.19], [-0.06, 0.80, 1.09], [0.85, -0.83, -0.25], [-1.12, -0.46, -0.09], [0.45, -0.24, 0.12], [-0.02, 0.22, -0.26], [0.91, 0.27, -0.16], [0.20, -0.12, -0.11], [0.21, 0.06, -0.16], [-0.36, 0.55, 0.03], [-0.37, 0.06, -0.47], [0.45, -0.19, -0.19], [-0.23, -0.24, -0.23], [0.03, 0.07, -0.51], [-0.63, 0.17, 0.32], [-0.69, 0.04, -0.10], [0.38, 0.50, -0.19], [0.02, 0.20, -0.35], [0.53, -0.20, 0.31], [0.00, 0.05, 0.08], [0.06, -0.16, 0.13], [0.16, 0.24, 0.15], [0.18, 0.18, 0.17], [0.02, -0.10, -0.15], [0.04, 0.02, -0.24], [-0.07, 0.02, 0.34], [0.03, 0.31, 0.17], [-0.22, -0.12, -0.21], [0.24, -0.46, 0.31], [0.07, 0.02, 0.19], [0.25, -0.09, -0.13], [-0.14, -0.06, 0.04], [-0.06, 0.62, 0.09], [0.58, 0.57, 0.66], [-0.60, -0.78, -0.78], [0.70, -0.65, -0.01], [0.22, -0.27, 0.58], [-0.80, 0.86, -0.87], [-0.05, -0.27, -0.04], [-0.21, 0.26, -0.51], [0.24, 0.07, 0.71], [0.16, 0.15, -0.02], [0.08, -0.10, -0.01], [-0.40, -0.12, 0.25]], "nbo_charge": [-0.63, -0.06, -0.26, -0.63, -0.40, -0.60, -0.71, 0.23, 0.21, 0.23, 0.28, 0.22, 0.21, 0.22, 0.23, 0.20, 0.20, 0.22, 0.22, 0.18, 0.47, 0.45, 0.42, 0.47, 0.50, -0.98, 0.51, 0.50, -0.98, 0.49, 0.50, -0.98, 0.49, 0.52, -0.99, 0.51, 0.49, -0.99, 0.51, 0.50, -1.00, 0.49, 0.51, -1.01, 0.48, 0.48, -0.96]}

{"formula": "C6H33NO10", "method": "the ωB97M-V functional and the def2-TZVPD basis", "orbital_gap_ev": 8.5, "total_charge": 0, "homo_energy_ha": -0.3131, "smiles": "CCCN[C@@H](C)CO.O.O.O.O.O.O.O.O.O", "lumo_ev": -0.06, "e_above_lowest_kj_mol": 729.3, "e_tot_ev": -28717.0559, "symbols": ["C", "C", "C", "N", "C", "C", "C", "O", "H", "H", "H", "H", "H", "H", "H", "H", "H", "H", "H", "H", "H", "H", "H", "H", "H", "O", "H", "H", "O", "H", "H", "O", "H", "H", "O", "H", "H", "O", "H", "H", "O", "H", "H", "O", "H", "H", "O", "H", "H", "O"], "coordinates": [[2.731, -0.080, 2.763], [2.181, -1.562, 3.144], [2.712, 0.404, 1.365], [1.376, 0.617, 0.868], [-0.921, -0.482, 1.229], [0.527, -0.476, 0.605], [0.276, -0.462, -0.973], [1.481, -0.258, -1.734], [2.251, 0.568, 3.489], [3.823, -0.055, 2.988], [2.475, -2.298, 2.405], [1.073, -1.593, 3.132], [2.433, -1.716, 4.172], [3.202, 1.491, 1.219], [3.331, -0.356, 0.694], [0.937, 1.547, 1.019], [-1.462, -1.348, 0.906], [-0.832, -0.665, 2.328], [-1.497, 0.369, 0.816], [1.086, -1.522, 0.802], [-0.468, 0.341, -1.326], [0.106, -1.512, -1.515], [2.169, 0.012, -1.099], [-0.677, 3.253, 0.955], [-0.080, 3.091, -0.551], [0.082, 3.414, 0.356], [1.868, 1.866, -2.376], [3.190, 2.351, -1.889], [2.619, 2.429, -2.598], [-4.322, -0.379, -0.759], [-3.708, 0.749, -1.571], [-4.538, 0.492, -0.994], [-1.956, 2.799, -1.238], [-2.152, 2.917, -2.554], [-1.996, 2.276, -1.917], [-0.645, 2.187, -3.040], [0.789, 2.061, -3.639], [-0.045, 2.746, -3.406], [-2.772, -1.113, -2.933], [-1.483, -0.829, -3.456], [-1.867, -1.393, -2.690], [-1.224, -4.377, -1.965], [-2.192, -3.396, -1.303], [-1.268, -3.405, -1.653], [-1.957, 0.724, 4.273], [-0.970, 0.690, 3.045], [-1.948, 0.802, 3.320], [-0.401, -2.975, 0.444], [-1.010, -4.113, 0.139], [-0.327, -3.830, 0.704]], "atomic_forces_ev_per_a": [[1.43, -1.96, 1.79], [-0.83, 2.36, -1.41], [0.61, 1.46, -1.91], [-0.22, 1.18, 0.26], [2.15, -0.40, -0.03], [-1.19, -2.80, -2.52], [0.14, -2.22, -1.98], [1.09, 1.11, 0.67], [-0.10, 0.56, -0.21], [-0.56, -0.28, 0.47], [0.52, -0.35, 0.37], [0.46, 0.25, -0.11], [0.64, -0.62, 0.40], [-0.56, -2.53, 0.67], [-1.25, 1.48, 1.11], [0.68, -1.08, -0.21], [-0.24, -0.63, -0.50], [-0.30, 0.43, -1.25], [0.32, -0.11, 1.00], [-1.15, 2.49, -0.18], [0.75, -1.25, 0.90], [-1.15, 2.11, 2.16], [-0.31, 0.15, -0.31], [0.43, 0.01, -0.94], [-0.09, 0.10, 0.68], [-0.29, -0.12, 0.27], [0.29, -0.15, 0.42], [1.93, -0.25, 2.25], [-1.71, 0.30, -2.25], [0.28, -1.96, 0.74], [-2.38, -0.38, 1.75], [2.25, 2.43, -2.45], [0.35, 4.14, 6.99], [-0.75, 1.67, -2.70], [-0.85, -5.78, -3.83], [-2.53, -2.73, 1.74], [-3.49, 3.15, 0.50], [6.57, -0.48, -3.04], [-0.20, -0.59, 0.65], [0.11, -1.44, 1.90], [-0.71, 3.04, -3.32], [0.24, 2.18, 0.56], [0.88, 0.43, -0.67], [-1.36, -3.66, -0.24], [0.01, 0.10, 0.41], [-2.56, 0.58, 1.00], [2.06, 0.30, -0.41], [0.55, 4.52, -0.86], [-1.05, -1.55, -0.95], [1.12, -3.20, 2.61]], "nbo_charge": [-0.42, -0.61, -0.21, -0.73, -0.64, -0.08, -0.10, -0.77, 0.20, 0.20, 0.21, 0.20, 0.22, 0.21, 0.18, 0.41, 0.21, 0.21, 0.22, 0.21, 0.16, 0.23, 0.47, 0.48, 0.49, -0.96, 0.47, 0.46, -0.94, 0.46, 0.48, -0.94, 0.46, 0.48, -0.92, 0.46, 0.48, -0.95, 0.46, 0.47, -0.92, 0.47, 0.46, -0.92, 0.47, 0.47, -0.95, 0.45, 0.46, -0.92]}